{"formula": "C17H30N7PSeSr", "method": "wB97M-V/def2-TZVPD", "orbital_gap_ev": 8.4, "relative_energy_ev": 0.036, "homo_energy_ev": -13.3, "total_energy_ha": -3822.23262, "charge": 2, "lumo_ev": -4.93, "symbols": ["Sr", "C", "N", "C", "C", "N", "N", "C", "N", "N", "H", "H", "H", "H", "H", "H", "H", "H", "H", "H", "H", "C", "N", "C", "C", "N", "C", "C", "Se", "H", "H", "H", "H", "H", "H", "H", "H", "C", "P", "C", "C", "C", "C", "C", "C", "C", "H", "H", "H", "H", "H", "H", "H", "H", "H", "H", "H"], "coordinates": [[0.306029, -0.691340, -0.370459], [3.121909, -0.465125, 4.828259], [1.979470, -0.935776, 4.041604], [0.819472, -1.429705, 4.786006], [1.925717, -0.908316, 2.697900], [0.849584, -1.092199, 1.984289], [3.174736, -0.709970, 2.107188], [3.543125, -0.338217, 0.822364], [4.883676, -0.327473, 0.664895], [2.681749, -0.042996, -0.098932], [3.855959, -1.254981, 5.007162], [2.748302, -0.125373, 5.789988], [3.601707, 0.386158, 4.348586], [1.141126, -1.706398, 5.785334], [0.418311, -2.323996, 4.310452], [0.043659, -0.665056, 4.869475], [0.071590, -1.190265, 2.629772], [3.944446, -0.914745, 2.720056], [5.528671, -0.571619, 1.394542], [5.273954, -0.040721, -0.215710], [3.208028, 0.258071, -0.916753], [-4.170355, -1.782548, -1.602594], [-3.414540, -1.992465, -2.838342], [-3.928569, -1.811398, -4.113620], [-2.969915, -2.193088, -4.979385], [-1.884897, -2.606349, -4.224453], [-0.659729, -3.189840, -4.781167], [-2.171841, -2.496985, -2.919138], [-1.108684, -3.076844, -1.490498], [-5.065181, -1.224097, -1.861714], [-3.561864, -1.216978, -0.901899], [-4.437502, -2.740531, -1.163584], [-4.922119, -1.432569, -4.275401], [-2.949781, -2.214303, -6.054547], [-0.791708, -3.248273, -5.856885], [-0.509949, -4.180335, -4.361494], [0.194109, -2.559629, -4.550421], [-2.169406, 2.657103, -2.187158], [-1.702746, 1.651131, -0.753917], [-3.048020, 1.916786, 0.445194], [-0.231238, 2.434107, -0.024787], [0.045807, 2.261008, 1.334220], [1.250740, 2.692890, 1.875092], [2.201145, 3.296116, 1.063873], [1.940692, 3.471711, -0.289886], [0.738384, 3.038233, -0.830946], [-1.416769, 2.592447, -2.972173], [-2.328176, 3.707639, -1.941729], [-3.092982, 2.245078, -2.596088], [-3.136552, 2.956022, 0.762896], [-2.929920, 1.287843, 1.326773], [-3.982704, 1.619384, -0.033660], [-0.691896, 1.821375, 1.997154], [1.433517, 2.584150, 2.937154], [3.131868, 3.653295, 1.485613], [2.666494, 3.965975, -0.922779], [0.553056, 3.203972, -1.885713]], "forces_ev_per_a": [[-0.27, 0.27, -0.25], [-0.07, 0.01, -0.09], [-0.22, -0.13, 0.19], [0.15, 0.07, -0.07], [0.25, 0.08, -0.33], [0.31, 0.00, 0.64], [-0.09, 0.01, -0.08], [-0.27, -0.27, 0.47], [-0.04, 0.20, -0.26], [0.67, -0.03, 0.01], [-0.01, -0.02, 0.00], [0.04, 0.00, 0.02], [-0.01, 0.01, 0.01], [0.00, 0.01, 0.01], [-0.04, -0.01, 0.01], [-0.04, -0.03, 0.01], [-0.12, -0.02, -0.16], [0.03, 0.00, 0.00], [0.00, 0.02, 0.02], [0.07, -0.04, 0.02], [-0.18, 0.03, -0.08], [0.18, -0.02, -0.31], [-0.31, 0.00, 0.00], [0.09, 0.04, 0.21], [0.17, -0.02, 0.08], [0.10, -0.20, -0.31], [-0.31, 0.17, 0.11], [0.04, 0.08, 0.19], [-0.11, -0.15, -0.19], [-0.04, -0.01, 0.08], [-0.01, 0.01, 0.04], [-0.01, 0.00, 0.04], [0.02, -0.01, -0.02], [-0.04, 0.01, 0.02], [0.07, -0.06, -0.02], [0.04, -0.03, -0.02], [0.05, 0.01, 0.03], [-0.02, 0.19, -0.15], [-0.10, -0.34, 0.02], [-0.12, 0.13, 0.06], [0.09, 0.03, 0.03], [0.03, 0.01, 0.10], [0.01, 0.05, -0.08], [-0.01, 0.03, -0.02], [-0.03, -0.02, 0.08], [0.06, 0.02, -0.06], [0.01, -0.03, 0.02], [0.00, -0.02, 0.08], [-0.01, 0.02, 0.02], [0.04, 0.02, -0.05], [0.06, -0.01, -0.01], [0.01, 0.01, -0.01], [-0.03, -0.01, -0.04], [-0.01, -0.01, -0.01], [-0.01, -0.01, 0.00], [-0.01, -0.01, 0.00], [-0.03, -0.01, 0.01]]}